Entry 1:
This record from the Open Molecules 2025 dataset describes a 9-piece molecular cluster, C25H68O9 overall. The level of theory is ωB97M-V/def2-TZVPD.

- Charge: 0
- HOMO energy: -0.3642 Ha
- SMILES string: CC(C)O.CC(C)O.CC(C)O.CC(C)O.CC(C)O.CC(C)O.CC(C)O.CC(C)O.CO
- Total energy: -45450.5561 eV
- Energy relative to the best compared isomer or geometry (same formula, charge and spin): 445.4 kJ/mol
- 2S+1: 1

Structure (XYZ):
```
102
Properties=species:S:1:pos:R:3:forces:R:3
O 7.45245 -13.66473 24.14388 -1.54 -2.13 -0.19
O 5.53779 -15.79948 15.02254 0.42 1.08 -1.54
O 11.34295 -29.11242 21.85697 -0.08 -1.29 0.55
O 1.47803 -24.76940 18.09203 0.39 -0.21 -0.41
O 17.02826 -15.79643 18.27869 0.45 3.34 -1.27
O 5.87535 -19.72986 25.17983 -0.90 -0.50 0.15
O 10.66219 -21.02673 29.15765 -0.52 -0.11 -0.60
O 9.19701 -19.69850 20.20236 -0.98 -0.88 -0.56
O 9.72663 -23.25191 13.49515 0.74 1.10 0.05
C 2.40182 -25.89036 18.13536 -1.18 0.49 -1.03
C 8.83110 -23.64321 12.47981 -0.17 0.37 -0.75
C 5.35003 -15.97091 17.30986 1.11 -0.04 0.48
C 8.56292 -12.64184 26.00484 -0.04 -0.12 1.30
C 4.33765 -17.68815 15.62962 0.51 -0.59 1.18
C 8.20930 -12.62774 24.54101 1.87 2.93 0.36
C 18.28890 -17.51356 19.27512 0.04 -0.07 -0.32
C 9.44353 -27.58846 22.00387 0.13 0.46 -0.54
C 10.33740 -18.94785 20.39664 1.27 0.83 1.02
C 8.64078 -25.10522 12.68413 0.05 -0.93 -0.90
C 4.48104 -20.01381 25.48687 0.73 0.68 0.21
C 10.76598 -27.95642 21.34898 1.41 2.11 0.18
C 16.57694 -17.90627 17.38299 0.38 -0.44 -0.69
C 11.75990 -26.77801 21.61194 -1.02 -0.03 -1.16
C 16.98377 -17.10208 18.58414 -0.98 -2.60 1.21
C 9.30053 -23.11899 11.06994 -1.02 -0.01 0.37
C 12.55031 -21.64600 27.78648 -0.05 -0.47 -0.55
C 9.47298 -12.62864 23.70496 1.89 0.85 -0.83
C 12.60851 -21.69705 30.27978 0.10 0.80 0.61
C 3.61931 -19.57646 24.27768 -0.03 0.76 2.05
C 1.90749 -26.77242 19.26029 0.69 -0.76 -0.14
C 4.15199 -19.33682 26.87295 -0.74 0.21 -1.81
C 12.07295 -20.94700 29.04186 0.51 -0.83 0.55
C 3.82432 -25.38331 18.15152 -0.39 -0.54 0.58
C 5.51490 -16.77724 16.01218 -1.95 0.19 0.43
H 9.05909 -13.55580 26.33131 -0.03 -0.31 -0.14
H 9.24997 -23.22832 14.32812 0.03 0.00 0.04
H 8.05941 -14.38814 24.31672 -0.50 -0.91 -0.27
H 1.69147 -26.10260 20.09263 -0.05 -0.47 0.42
H 12.28207 -29.01024 21.68608 0.08 -0.36 0.10
H 12.73500 -22.68897 28.04378 0.00 -0.12 -0.17
H 8.78433 -22.17410 10.90018 0.22 0.25 0.12
H 8.45479 -25.24324 13.74924 0.19 -0.38 -0.05
H 12.15984 -22.68531 30.38043 -0.25 0.09 -0.26
H 18.51931 -18.57602 19.19662 -0.49 -0.17 0.38
H 1.21924 -24.59166 18.99923 -0.06 0.16 0.02
H 11.92899 -26.53945 22.66199 -0.17 -0.05 -0.06
H 2.26723 -26.39284 17.17749 -0.22 -0.15 -0.06
H 11.84769 -21.65366 26.95320 -0.31 0.25 0.22
H 10.37239 -18.64125 21.44203 0.18 0.49 0.02
H 19.15402 -17.06492 18.78685 -0.18 0.42 -0.18
H 12.29591 -21.08006 31.12220 -0.10 -0.19 0.44
H 10.35400 -22.94725 10.84896 0.11 -0.28 0.73
H 4.32720 -18.54562 16.30247 -0.08 -0.26 -0.15
H 10.41671 -18.07568 19.74768 -0.36 0.15 -0.05
H 9.50639 -12.19058 22.70742 -1.16 -0.10 -0.28
H 9.88474 -13.62556 23.54780 -0.29 -0.38 0.25
H 8.92355 -23.73212 10.25138 -0.06 -0.44 0.20
H 4.34538 -21.08816 25.61121 0.15 -0.24 -0.01
H 7.66478 -12.51036 26.60828 -0.14 -0.26 0.02
H 17.22573 -17.59478 16.56435 0.34 -0.63 -0.28
H 4.04172 -24.79344 17.26107 -0.16 0.19 0.23
H 3.91370 -24.81293 19.07606 0.64 0.17 -0.10
H 9.22756 -11.84273 26.33312 0.06 0.21 -0.45
H 16.10058 -17.19523 19.21613 0.22 -0.58 1.11
H 9.51804 -27.85105 23.05914 -0.55 -0.32 -0.12
H 5.20972 -16.54564 18.22533 -0.09 -0.16 -0.10
H 13.67546 -21.84437 30.44719 0.20 0.29 -0.65
H 8.55848 -27.88622 21.44163 0.01 -0.92 0.50
H 3.07778 -19.45713 27.01328 -0.02 -0.26 0.55
H 4.84229 -16.05237 14.41106 0.20 0.44 -0.32
H 10.44660 -20.85815 30.07782 -0.14 0.03 0.05
H 4.29245 -18.25783 26.80846 0.24 0.05 -0.17
H 4.73925 -19.69010 27.72055 -0.11 -0.36 -0.20
H 9.32100 -26.50631 21.95883 0.30 0.19 0.15
H 6.26595 -15.39381 17.43693 0.44 -0.27 0.13
H 3.93656 -19.97118 23.31247 -0.09 -0.09 0.30
H 9.53994 -25.60661 12.32604 0.03 -0.39 0.43
H 6.42805 -17.36800 15.93956 0.19 0.03 0.51
H 12.32521 -19.88670 29.05660 0.44 0.03 0.00
H 11.25864 -25.97968 21.06468 0.27 0.66 0.44
H 4.47993 -26.25391 18.13288 0.28 0.10 0.26
H 6.32029 -20.12303 25.93417 0.58 0.10 -0.06
H 3.35578 -17.22517 15.72801 0.12 0.35 -0.10
H 7.62406 -11.71302 24.44677 0.01 0.12 -0.65
H 15.56696 -17.70283 17.02709 -0.21 0.33 0.34
H 4.65635 -15.13062 17.28109 -0.72 -0.60 -0.50
H 8.64058 -19.63031 20.98168 0.02 -0.02 -0.15
H 7.83837 -23.23407 12.66747 -0.06 0.67 -0.09
H 3.58408 -18.48707 24.28776 0.39 0.17 -0.47
H 10.33043 -12.07756 24.09122 -0.13 0.10 0.89
H 10.73976 -28.01970 20.26114 -0.61 -0.09 -0.24
H 2.59993 -27.56720 19.53774 0.52 0.36 0.32
H 12.70137 -26.89458 21.07515 0.22 -0.35 0.19
H 4.50578 -18.03348 14.60953 -0.14 -0.17 -0.02
H 2.59760 -19.81367 24.57423 -0.17 -0.52 -0.57
H 11.27414 -19.48802 20.25942 -0.15 -0.57 -0.27
H 13.47581 -21.25544 27.36338 0.10 0.21 0.37
H 18.28837 -17.16770 20.30879 0.05 -0.21 0.01
H 16.58600 -18.97499 17.59706 0.37 -0.02 -0.27
H 1.05139 -27.38418 18.97578 -0.46 0.67 -0.08
H 7.78925 -25.51829 12.14343 -0.06 0.05 -0.14
H 16.56036 -15.71578 17.44433 0.01 0.63 -0.02
```
Forces are in eV/Å.

Entry 2:
This record from the Open Molecules 2025 dataset describes a 8-piece molecular cluster, C25H70N6O10 overall. The level of theory is ωB97M-V/def2-TZVPD.

- Charge: 0
- HOMO energy: -0.3123 Ha
- Total energy: -56459.0329 eV
- Energy relative to the best compared isomer or geometry (same formula, charge and spin): 0.0 kJ/mol
- 2S+1: 1

Structure (XYZ):
```
111
Properties=species:S:1:pos:R:3:forces:R:3
O 24.37765 -7.39659 52.99816 1.27 -3.30 0.03
O 17.55330 -9.56426 53.47965 -0.81 1.00 3.41
O 19.49852 -5.71107 55.41663 0.00 0.99 -0.23
O 19.16295 -10.46221 48.89014 0.33 -0.60 0.25
O 22.34818 -6.68226 45.98004 0.37 1.03 2.04
O 19.60388 -5.11485 49.21442 -2.35 1.10 -2.29
O 20.03358 -7.07537 50.27312 0.59 0.78 0.12
O 20.72271 -2.63327 49.89485 4.11 3.71 0.49
O 15.66082 -4.72846 51.20488 -1.49 0.88 3.31
O 21.23077 -5.24692 50.54117 3.75 1.54 2.57
N 23.59243 -5.21666 49.16579 -1.99 1.59 0.51
N 23.78332 -10.89078 52.02699 0.38 -1.95 1.40
N 17.48989 -13.68902 49.18715 0.80 -0.03 -1.34
N 20.61672 -9.98346 51.29869 -0.69 -0.47 1.26
N 20.37888 -3.61073 52.58876 -1.65 0.78 -4.59
N 17.11048 -5.83216 48.11506 1.53 -0.90 0.87
C 21.51639 -7.73984 45.72284 0.72 1.18 -3.93
C 19.14968 -9.40670 48.01257 -2.97 -0.33 -2.07
C 23.42435 -5.21836 47.66962 1.04 -2.85 1.84
C 18.26362 -9.27180 52.41349 3.92 1.85 -1.65
C 15.83335 -3.74079 52.22882 1.80 -1.62 1.33
C 20.28707 -4.08242 53.86390 -2.75 1.77 3.67
C 23.65001 -8.41001 52.27017 1.55 1.68 -2.47
C 16.23451 -7.12682 49.89557 0.64 5.02 4.49
C 18.48616 -12.61950 49.48826 -0.37 -1.01 2.12
C 19.81719 -2.86705 54.75633 1.65 -1.65 0.80
C 18.29932 -11.47453 48.44715 1.98 -2.40 1.79
C 20.42443 -9.99679 53.71188 0.52 0.34 0.55
C 25.75962 -9.48996 51.51134 -0.40 -7.07 1.93
C 16.23462 -5.75611 49.29772 -2.26 -0.30 -5.46
C 19.32767 -5.23442 54.11357 3.00 -0.44 -0.94
C 24.82235 -5.57038 47.03862 -3.16 -1.42 0.28
C 18.66896 -6.80717 55.62950 -1.33 5.90 1.76
C 19.65302 -10.15354 52.45856 -1.39 0.96 -2.09
C 16.54499 -4.62188 50.17599 -9.75 -0.72 -3.10
C 22.39858 -6.35959 47.45313 -1.86 -0.62 -3.06
C 19.92482 -13.24327 49.49836 -1.16 2.58 2.57
C 24.53701 -9.66184 52.36260 -3.03 -0.41 -5.78
C 16.20995 -8.98122 53.45591 0.83 -8.61 3.84
C 20.30035 -5.74455 49.97125 -2.03 -2.60 0.07
C 23.92465 -6.14881 52.97154 -4.24 0.93 1.25
H 19.66883 -6.07078 53.53314 0.27 -0.56 -1.22
H 24.83880 -9.66633 53.26174 2.05 -0.18 6.99
H 17.51642 -14.35270 49.93328 -0.18 -0.32 0.75
H 18.79489 -2.65781 54.83043 -2.06 -0.29 -0.82
H 25.08464 -6.54610 47.48136 0.23 0.31 -0.42
H 15.99701 -9.13862 54.64028 -0.42 0.81 -3.11
H 22.81435 -10.63340 51.97120 -0.68 -0.33 -0.12
H 20.04488 -10.13776 54.68506 -2.21 0.44 0.99
H 24.54037 -5.45441 53.43380 1.87 1.08 0.47
H 20.67937 -4.42797 52.04402 -0.29 0.71 -0.39
H 19.11573 -7.28031 50.08080 -0.23 0.08 -0.34
H 17.27676 -7.29320 50.05854 0.83 -0.39 1.02
H 15.89857 -9.93346 52.85322 -1.67 2.12 1.00
H 20.25337 -1.93083 54.54061 0.99 0.88 -0.72
H 23.63568 -5.90104 51.99867 -0.23 1.08 -1.81
H 21.72953 -2.17194 49.96982 -3.70 -1.54 -0.14
H 23.39056 -8.08172 51.15864 1.24 -0.39 1.55
H 18.74724 -7.62273 55.13778 1.97 -5.92 -3.12
H 22.66603 -8.44155 52.59233 -1.85 -0.73 1.56
H 20.09532 -13.54830 48.57275 0.60 -2.47 -4.16
H 17.86009 -14.27216 48.39747 -0.46 0.88 0.63
H 20.19806 -10.25343 50.40785 -0.15 -0.29 0.52
H 19.52323 -9.71413 47.03217 0.36 0.17 -0.07
H 26.21525 -8.69828 51.83140 3.02 4.88 0.88
H 23.85686 -11.75598 52.72812 0.03 2.96 -1.81
H 24.62569 -5.66286 45.96724 0.70 0.05 0.09
H 15.32101 -2.86668 52.04001 -0.66 2.43 -1.50
H 15.92089 -7.95725 49.50501 -2.22 -4.08 -3.55
H 18.06249 -5.71550 48.46468 0.02 -0.32 -0.30
H 19.57059 -8.50076 48.33734 0.98 0.78 0.77
H 26.45217 -10.44189 51.66595 -1.03 1.84 0.41
H 18.51048 -6.79461 56.62953 0.21 -1.26 3.35
H 22.69948 -7.37095 47.82792 0.03 1.19 0.71
H 16.39982 -3.73830 49.63880 -0.36 1.76 -1.19
H 21.65598 -7.98753 44.67116 0.93 -0.80 -0.01
H 18.04703 -9.23032 47.85039 0.84 0.63 -0.26
H 22.61338 -5.10377 49.60715 2.37 -0.24 -0.88
H 17.33330 -11.14692 48.15879 -1.37 0.54 0.73
H 17.63123 -9.37895 51.55592 0.01 -0.68 -1.49
H 21.35642 -8.55129 46.29817 1.53 -3.11 2.71
H 19.43479 -3.26434 52.21423 1.64 -0.77 0.62
H 20.51158 -7.59915 45.59569 -3.43 2.36 0.16
H 18.60278 -12.01722 47.55549 0.84 0.41 -0.83
H 20.01425 -3.03581 55.79178 0.59 -0.37 0.88
H 23.91929 -6.08768 49.59972 0.10 0.21 -0.92
H 15.26722 -5.47300 48.75911 0.46 -0.73 1.33
H 21.25274 -6.14960 47.69592 2.54 -0.08 0.09
H 15.89945 -8.13069 53.02436 0.00 3.53 -1.50
H 22.94768 -5.97834 53.58931 0.93 -0.63 -0.71
H 21.23339 -4.46535 54.01676 2.23 -0.40 1.56
H 23.12602 -4.24736 47.29028 -0.46 0.12 0.20
H 18.43414 -4.93344 53.62954 -2.18 0.15 0.76
H 15.20049 -3.97584 53.17246 1.88 -0.71 -1.13
H 20.43058 -2.54082 48.98315 -0.29 -0.39 -0.66
H 18.46555 -8.12479 52.42585 0.49 -1.30 -0.23
H 20.08931 -13.97568 50.28164 -0.31 -0.25 -0.14
H 20.72597 -12.53030 49.55821 0.23 0.90 0.76
H 20.95328 -9.04580 53.78331 0.35 -0.16 -0.33
H 15.62347 -7.00831 50.82625 1.04 -0.42 -0.14
H 20.90545 -3.56556 50.11480 0.05 -2.82 0.49
H 17.02195 -3.49415 52.35003 -2.93 -0.69 0.31
H 17.05814 -5.12259 47.42705 -0.82 0.98 -0.54
H 21.03069 -10.85361 53.83262 1.88 -0.64 -0.78
H 25.49197 -4.83208 47.35213 1.21 1.10 0.10
H 17.39541 -4.63096 50.44511 11.72 -0.32 4.02
H 19.45563 -11.14245 52.18637 -1.46 -1.97 1.01
H 18.34236 -12.37398 50.61060 -0.39 0.45 -1.93
H 17.72204 -6.48683 55.34520 -2.41 0.66 -0.92
H 20.55708 -9.02378 51.28163 1.07 3.16 -0.87
H 25.54618 -9.70963 50.55702 -0.92 0.56 -3.90
```
Forces are in eV/Å.

- Number 1 is which compound?
  C25H68O9

- Which value of 2S+1 does entry 2 give?
  1